1.
A molecular structure, C32H34IrN3OSe2Si, computed with ωB97M-V/def2-TZVPD.

```
74
Properties=species:S:1:pos:R:3
Ir -0.31620 -1.64501 -0.93193
Se -1.36110 -1.83335 -3.36011
Se 0.57975 0.54689 -3.07254
C 1.99824 -0.32635 -2.17040
C 3.29596 0.06469 -2.45518
C 4.34281 -0.54870 -1.77905
C 4.04608 -1.49703 -0.81762
C 2.72194 -1.82552 -0.57106
N 1.70747 -1.27782 -1.25164
C -2.82961 -1.73875 -2.14510
C -4.17117 -1.71077 -2.46249
C -5.08619 -1.75439 -1.41362
C -4.62832 -1.82010 -0.10641
C -3.26299 -1.82731 0.13347
N -2.38376 -1.78531 -0.87064
H 3.48113 0.83594 -3.19096
H 5.36672 -0.27240 -1.99334
H 4.82431 -1.98478 -0.24740
H 2.45971 -2.54650 0.18965
H -4.49224 -1.67506 -3.49453
H -6.14813 -1.74645 -1.62164
H -5.31730 -1.86661 0.72512
H -2.85879 -1.86928 1.13676
C -0.69737 0.40032 2.67181
C -1.24548 1.68598 2.12479
C -0.74315 2.94060 2.76688
C -2.69568 1.66656 1.73971
Si -0.23603 1.75704 0.06307
O -0.47477 0.27886 -0.53988
C -1.29103 2.98862 -0.78405
C -2.23785 2.53491 -1.71366
C -3.06190 3.43232 -2.37132
C -2.96378 4.79130 -2.09607
C -2.04155 5.25549 -1.16676
C -1.21154 4.36103 -0.51008
C 1.53333 2.12330 0.40799
C 2.37067 1.22628 1.08443
C 3.71253 1.51418 1.26615
C 4.24484 2.69659 0.76192
C 3.43659 3.58293 0.06578
C 2.08731 3.30363 -0.10694
H -1.18367 0.23447 3.64358
H 0.37209 0.44479 2.86745
H -0.93418 -0.46137 2.04390
H -1.21481 3.00362 3.75900
H -1.04989 3.83783 2.23107
H 0.33485 2.93919 2.92188
H -3.27092 1.47747 2.65648
H -2.93432 0.86399 1.03933
H -3.03205 2.61524 1.32745
H -2.32847 1.47283 -1.91887
H -3.78478 3.07998 -3.09502
H -3.61203 5.49189 -2.60540
H -1.97183 6.31367 -0.95444
H -0.50253 4.74182 0.21502
H 1.97804 0.29585 1.47946
H 4.34481 0.82742 1.81444
H 5.29044 2.92755 0.91806
H 3.85105 4.49888 -0.33351
H 1.47662 4.00594 -0.65866
N -0.20488 -3.75375 -0.84166
C 0.71453 -4.28393 0.16872
C 0.52824 -3.91568 1.49252
C 1.41989 -4.37870 2.45020
C 2.47846 -5.19826 2.07657
C 2.64302 -5.56540 0.74712
C 1.75674 -5.10674 -0.21941
H 0.06194 -4.12599 -1.75305
H -1.14184 -4.11917 -0.66650
H -0.31415 -3.29397 1.78051
H 1.27968 -4.11484 3.48960
H 3.16451 -5.56753 2.82644
H 3.45394 -6.22111 0.46054
H 1.87801 -5.40197 -1.25592
```

Results
- ⟨S²⟩ = 8.7819
- LUMO level (spin up / spin down) (Eh) = -0.299 / -0.419
- spin multiplicity = 6
- charge = +3

=====

2.
A molecular structure, C32H34N4O5S2Ti, computed with ωB97M-V/def2-TZVPD.

```
78
Properties=species:S:1:pos:R:3
Ti -0.05753 0.07248 -0.04966
O -2.71776 1.09992 7.01856
N -1.73531 0.69100 6.46470
O -0.76583 0.16676 6.97372
C -1.69064 0.84216 4.98535
C -2.38703 1.86877 4.45823
C -2.32287 2.13119 3.04943
C -3.00744 3.18436 2.41152
C -2.86931 3.34951 1.05144
C -2.05399 2.47168 0.33489
N -1.40115 1.46993 0.91718
C -1.53423 1.30432 2.25378
C -0.83247 0.19766 2.81520
N -0.12468 -0.57485 1.92856
C 0.50366 -1.65738 2.40861
C 0.45166 -2.01081 3.74931
C -0.24204 -1.22995 4.64648
C -0.90080 -0.06606 4.18444
H -2.98445 2.49557 5.10937
H -3.63643 3.85095 2.98919
H -3.38402 4.14618 0.53289
H -1.92980 2.58670 -0.73711
H 1.05374 -2.26389 1.70505
H 0.96127 -2.90593 4.07704
H -0.28256 -1.50373 5.69040
O -1.46797 -0.30525 -1.18846
S -2.66008 -0.21115 -2.24771
C -2.34844 -1.64888 -3.30648
C -0.87236 -1.93965 -3.55872
C -0.30158 -2.94334 -2.55310
C 1.23278 -2.96149 -2.60079
S 2.08484 -2.41783 -1.10498
O 1.08530 -1.28467 -0.51909
C 2.04262 -3.77514 -0.02770
C 0.91653 -4.58724 0.16939
C 1.05007 -5.69900 0.97525
C 2.28363 -6.00110 1.56202
C 3.38984 -5.18921 1.36167
C 3.27787 -4.05767 0.56511
C -2.27410 1.16329 -3.27163
C -3.39128 1.72245 -3.88676
C -3.19789 2.73456 -4.81945
C -1.91428 3.17933 -5.09695
C -0.81132 2.62938 -4.44449
C -0.97727 1.60828 -3.52513
H -2.90263 -1.40030 -4.21528
H -2.86737 -2.48015 -2.82424
H -0.29420 -1.01235 -3.54736
H -0.77670 -2.33676 -4.57085
H -0.68054 -3.93998 -2.78126
H -0.65618 -2.69624 -1.55361
H 1.62312 -2.30628 -3.38162
H 1.65521 -3.95329 -2.77671
H -0.03367 -4.37358 -0.30213
H 0.20201 -6.35079 1.13577
H 2.37462 -6.88975 2.17306
H 4.34183 -5.43955 1.80944
H 4.13732 -3.42514 0.38120
H -4.39202 1.37578 -3.65464
H -4.04995 3.17481 -5.31933
H -1.76395 3.96629 -5.82399
H 0.18029 2.99477 -4.67886
H -0.12755 1.17288 -3.01094
C 3.10101 1.82500 1.61294
N 2.85466 2.69002 0.45390
C 3.78998 3.82877 0.32656
C 1.88638 2.52575 -0.38785
C 1.65185 3.47197 -1.51096
O 1.07316 1.49417 -0.26146
H 4.06595 1.33532 1.48914
H 2.31662 1.08492 1.72532
H 3.14256 2.45436 2.50114
H 4.69155 3.58684 0.88146
H 3.34546 4.72885 0.75175
H 4.05410 4.00258 -0.71237
H 1.63743 4.49695 -1.13653
H 0.70544 3.25605 -1.99617
H 2.45732 3.40591 -2.24607
```

Results
- LUMO level (Eh) = -0.472
- charge = +4
- relative energy (zero: lowest compared OMol25 entry of this formula, charge and spin) (kcal per mole) = 11.9

=====

3.
A molecular structure, C32H34N4P2S2Ti in a non-equilibrium geometry, computed with ωB97M-V/def2-TZVPD.

```
75
Properties=species:S:1:pos:R:3
Ti -0.15638 0.38925 -0.61018
C -2.35514 -1.19124 1.30136
N -0.98694 -1.00239 0.71672
P 0.42373 -0.70219 1.78270
C 0.37967 -1.66290 3.25932
C 1.31123 -2.70552 3.37656
C 1.32413 -3.47592 4.52675
C 0.42071 -3.20605 5.54733
C -0.50061 -2.16473 5.43572
C -0.52551 -1.38445 4.29746
C 0.10739 1.02117 2.18996
C -0.67917 1.84875 1.37036
C -0.70589 3.24428 1.54180
C 0.06370 3.81688 2.53338
C 0.86363 3.00393 3.34509
C 0.90647 1.63408 3.16555
P -0.39042 -2.06672 -0.61056
C -0.98942 -3.72039 -0.50405
C -0.27642 -4.62749 0.29410
C -0.74748 -5.92156 0.40925
C -1.89206 -6.30778 -0.28240
C -2.58001 -5.40993 -1.09457
C -2.13408 -4.10743 -1.21814
C -1.18685 -1.14468 -1.96934
C -0.50917 -1.28079 -3.21064
C -1.12389 -0.89016 -4.38376
C -2.39906 -0.32476 -4.34270
C -3.06962 -0.13929 -3.13397
C -2.47914 -0.56714 -1.95787
H -2.25182 -1.82965 2.17825
H -3.00323 -1.69909 0.59150
H -2.77959 -0.23191 1.59566
H 2.03591 -2.89213 2.59256
H 2.04653 -4.27277 4.63929
H 0.43925 -3.80263 6.45018
H -1.18796 -1.96463 6.24655
H -1.22616 -0.56096 4.22149
H -1.49108 1.42094 0.75518
H -1.36068 3.86717 0.94942
H 0.02638 4.88399 2.70812
H 1.45057 3.45097 4.13787
H 1.54392 1.03461 3.80469
H 0.63155 -4.33514 0.80733
H -0.21670 -6.63929 1.01958
H -2.24800 -7.32649 -0.19826
H -3.45870 -5.73315 -1.63605
H -2.66259 -3.41491 -1.86065
H 0.47935 -1.72830 -3.24165
H -0.62516 -1.03737 -5.33293
H -2.87991 -0.02984 -5.26798
H -4.06018 0.29684 -3.12398
H -3.02349 -0.45873 -1.02700
S 2.08030 0.34354 -1.20563
C 2.66177 2.01963 -1.37256
N 2.41248 2.93824 -0.45891
C 3.06008 4.27804 -0.47600
C 4.37346 4.18359 -1.22939
C 4.14691 3.55751 -2.58915
N 3.42580 2.26973 -2.41154
H 1.90529 2.65348 0.36576
H 3.21063 4.56378 0.56261
H 2.37141 4.98578 -0.93877
H 5.09723 3.60238 -0.65635
H 4.79075 5.18144 -1.36030
H 5.07712 3.32844 -3.10394
H 3.54302 4.19375 -3.23761
H 3.63381 1.50435 -3.03827
S -2.14386 3.88459 -2.76341
C -0.84915 3.29351 -3.70625
C -0.20757 2.29624 -3.05548
N -0.72940 2.00543 -1.80229
C -1.77885 2.79439 -1.55417
H -0.63028 3.71162 -4.67729
H 0.63823 1.73136 -3.41429
H -2.38077 2.72686 -0.66121
```

Results
- LUMO level (spin up / spin down) (Eh) = -0.491 / -0.491
- charge = +4
- relative energy (zero: lowest compared OMol25 entry of this formula, charge and spin) (kcal per mole) = 4.0

=====

Number 1: total energy -181636.66074 eV. Number 2: total energy -94681.71724 eV. Number 3: total energy -103021.50162 eV.